(1)
C25H48BGdNP2 | ωB97M-V/def2-TZVPD

```
78
Properties=species:S:1:pos:R:3:lowdin_charge:R:1
Gd -0.70284 -0.05083 -1.09020 1.545
C -2.50020 1.74036 0.62642 -0.250
C -3.06726 0.86856 -0.36100 -0.321
C -2.73843 -0.35765 1.56958 -0.212
C -2.36398 0.98110 1.83044 -0.182
C -3.17474 -0.44108 0.21677 -0.299
C -2.15859 3.16486 0.45812 -0.050
H -2.08453 3.44153 -0.60342 0.072
H -1.18813 3.41453 0.92586 0.067
H -2.92166 3.82118 0.91785 0.101
C -1.87207 1.49095 3.13635 -0.005
H -1.78883 2.58141 3.14066 0.085
H -0.88392 1.07645 3.38779 0.033
H -2.55387 1.18701 3.94699 0.107
C -2.69925 -1.48779 2.53405 -0.018
H -3.71031 -1.73402 2.89334 0.103
H -2.07724 -1.26126 3.40733 0.076
H -2.29116 -2.39935 2.07144 0.083
C -3.59235 -1.68183 -0.50009 -0.036
H -4.58622 -1.56887 -0.94939 0.098
H -3.62114 -2.52874 0.19413 0.088
H -2.89900 -1.96558 -1.31998 0.055
C -3.45472 1.26174 -1.74717 -0.040
H -4.36077 1.89203 -1.75083 0.118
H -3.68392 0.38294 -2.37483 0.079
H -2.66934 1.85109 -2.25943 0.073
C 1.32943 0.72892 -1.87146 -0.235
C 0.32465 1.61433 -2.28256 -0.271
C -0.17736 1.65083 -3.73318 -0.159
C -0.97183 0.41573 -4.24737 -0.158
C -1.18549 -0.72971 -3.26687 -0.250
C -0.14535 -1.53850 -2.85370 -0.204
C 1.25965 -1.36916 -3.43199 -0.133
C 2.08354 -0.21269 -2.79069 -0.134
H 0.67492 1.82572 -4.41166 0.128
H -0.46822 0.04681 -5.15967 0.126
H -0.82523 2.53563 -3.81211 0.116
H 2.57581 0.36789 -3.59799 0.139
H 1.74653 0.79313 -0.84126 0.095
H 0.24634 2.57404 -1.73085 0.127
H 2.89273 -0.67413 -2.18215 0.128
H 1.82116 -2.31046 -3.28441 0.113
H -0.29178 -2.47035 -2.27286 0.102
H 1.20068 -1.20226 -4.53015 0.129
H -1.96423 0.77945 -4.57727 0.124
H -2.23667 -1.03175 -3.17264 0.113
P 2.19709 3.30357 1.24635 0.764
C 1.73506 3.88107 2.92642 -0.304
H 2.51226 4.51403 3.37327 0.045
H 1.52978 3.02589 3.58367 0.015
H 0.81133 4.46980 2.82798 0.029
C 3.55406 2.11275 1.65474 -0.300
H 4.38617 2.59255 2.19645 0.050
H 3.94205 1.70123 0.70998 0.025
H 3.14621 1.28315 2.25561 0.010
C 3.11804 4.73620 0.58510 -0.327
H 3.61759 4.43919 -0.34255 0.030
H 3.85960 5.13481 1.29037 0.045
H 2.39052 5.52117 0.34694 0.033
P 1.07974 -4.01491 0.17633 0.752
C 0.30713 -5.60435 -0.28999 -0.311
H 1.05775 -6.38215 -0.50404 0.044
H -0.28339 -5.39122 -1.19614 0.019
H -0.39089 -5.90975 0.50344 0.041
C 2.76732 -4.09974 -0.54010 -0.308
H 2.67369 -3.85588 -1.61251 0.012
H 3.23812 -5.08813 -0.41492 0.047
H 3.37876 -3.30604 -0.08108 0.041
C 1.34853 -4.13663 1.98528 -0.291
H 2.07801 -4.92041 2.24762 0.053
H 0.37393 -4.34188 2.45561 0.041
H 1.67847 -3.15036 2.35295 0.019
B 1.08603 -0.25156 3.48834 -0.429
C 0.65635 -0.51954 2.01949 -0.188
N 0.33517 -0.67901 0.89365 -0.008
H 2.19835 -0.71583 3.68167 0.030
H 0.27766 -0.77752 4.25742 0.040
H 1.09472 0.95726 3.67273 0.011
```

Properties
2S+1: 8
net charge: +1
calculated total energy: -2508.9371 Eh
gap between HOMO and LUMO (spin up / spin down): 5.83 / 5.10 eV
LUMO (spin up / spin down): -4.61 / -4.90 eV



(2)
C3H10NOS | ωB97M-V/def2-TZVPD

```
16
Properties=species:S:1:pos:R:3:lowdin_charge:R:1
C -0.98286 -1.41945 -0.72022 -0.181
N -1.43297 -0.55235 0.33961 -0.158
C -1.36805 0.86253 0.00957 -0.375
C -0.00101 1.50386 0.06023 -0.766
S 0.91891 1.53362 -1.52066 0.091
H -1.81613 -1.72662 -1.36804 0.063
H -0.53913 -2.33214 -0.33913 0.062
H -0.27633 -0.92136 -1.37617 0.010
H -0.89681 -0.72381 1.17488 0.075
H -1.83993 0.89212 -0.98113 0.092
H -2.04357 1.42417 0.66939 0.089
H 0.52586 1.00348 0.89319 0.040
H -0.04711 2.53360 0.40291 0.013
H 3.26847 -0.27287 0.21110 0.008
H 3.05859 -1.30550 1.42515 0.016
O 3.47208 -0.49929 1.11933 -0.079
```

Properties
net charge: -1
calculated total energy: -648.4920 Eh
gap between HOMO and LUMO: 6.13 eV
ΔE to the lowest compared entry with this formula, charge and spin: 103.99 kJ/mol
LUMO: 3.72 eV



(3)
C26H31BrN2O2Se2Ti | ωB97M-V/def2-TZVPD

```
65
Properties=species:S:1:pos:R:3:lowdin_charge:R:1
Ti -0.45992 -1.02872 -0.42859 0.669
C -3.24144 2.03852 -1.25442 -0.302
Se -2.47366 0.26688 -1.52117 1.045
C -3.37148 -0.70653 -0.03244 -0.473
C -3.64791 -2.14280 -0.44284 -0.469
Se -2.04434 -3.06062 -1.16234 1.041
C -2.36223 -2.89055 -3.07536 -0.329
H -2.91319 2.47578 -0.31779 0.016
H -4.32212 1.93812 -1.29783 0.039
H -2.89357 2.64347 -2.08764 0.040
H -4.30055 -0.17953 0.17933 0.088
H -2.73227 -0.65416 0.85425 0.051
H -4.40483 -2.19264 -1.22257 0.079
H -3.97696 -2.73084 0.41208 0.077
H -3.19961 -3.52928 -3.34185 0.039
H -1.45656 -3.24195 -3.56624 0.034
H -2.55123 -1.85935 -3.35027 -0.003
C -1.26869 2.59923 4.03261 -0.075
C -1.87342 2.13544 2.70165 -0.203
C -1.12201 2.67209 1.50141 -0.186
C -1.26505 4.02863 1.21457 -0.044
C -0.67966 4.60021 0.10155 -0.053
C 0.05552 3.80373 -0.76371 -0.027
C 0.23273 2.45210 -0.51249 -0.192
C 1.09904 1.63244 -1.43604 -0.186
C 2.54104 1.56709 -0.91582 -0.053
C -0.34259 1.88582 0.63735 -0.195
N -0.16573 0.49053 0.86470 -0.051
C 0.14251 0.06624 2.06895 -0.034
C 0.13408 -1.31761 2.29052 -0.300
C 0.42991 -2.14523 3.37751 0.005
C 0.23370 -3.45294 2.94064 -0.050
C -0.18076 -3.38154 1.61293 -0.135
N -0.24812 -2.09617 1.20246 -0.125
H -1.84196 2.20469 4.87142 0.082
H -1.27238 3.68667 4.09630 0.078
H -0.23311 2.27264 4.14231 0.068
H -2.89955 2.50774 2.65055 0.120
H -1.93002 1.04621 2.68704 0.092
H -1.87174 4.63938 1.87347 0.123
H -0.80098 5.65682 -0.09621 0.114
H 0.51682 4.23816 -1.64284 0.124
H 1.09490 2.08373 -2.42825 0.127
H 0.69648 0.61387 -1.54005 0.047
H 2.93465 2.57760 -0.80314 0.088
H 3.18206 1.02107 -1.60810 0.074
H 2.58613 1.07396 0.05577 0.074
H 0.41520 0.75614 2.86237 0.140
H 0.75237 -1.82491 4.35613 0.118
H 0.36808 -4.35543 3.51371 0.108
H -0.40980 -4.20036 0.94942 0.092
Br 6.67845 -1.40460 -3.40985 0.776
C 5.18917 -1.59583 -2.25680 -0.668
C 5.38806 -1.58921 -0.88420 -0.106
C 4.29937 -1.73677 -0.03959 -0.055
C 3.02301 -1.86221 -0.56357 -0.033
C 2.83172 -1.85401 -1.94228 -0.136
C 3.92372 -1.74173 -2.79543 -0.057
C 1.47403 -1.97472 -2.57101 -0.467
O 1.31194 -2.37152 -3.69153 0.146
O 0.43161 -1.54750 -1.83302 -0.247
H 6.38744 -1.47996 -0.48621 0.108
H 4.45003 -1.75685 1.03194 0.115
H 2.18680 -2.01148 0.10389 0.097
H 3.76680 -1.75744 -3.86536 0.122
```

Properties
2S+1: 2
net charge: +1
calculated total energy: -9495.5669 Eh
gap between HOMO and LUMO (spin up / spin down): 7.68 / 7.68 eV
ΔE to the lowest compared entry with this formula, charge and spin: 65.51 kJ/mol
LUMO (spin up / spin down): -3.48 / -3.48 eV



(4)
C66H74F7N3O6S2 | ωB97M-V/def2-TZVPD

```
158
Properties=species:S:1:pos:R:3:lowdin_charge:R:1
C 5.59562 1.78048 0.75521 -0.162
N 6.61317 0.65739 0.75797 -0.137
C 6.37436 -0.30687 1.93885 -0.194
C 4.86973 -1.01952 1.80480 -0.016
C 4.70619 -2.14446 0.59032 -0.035
C 5.90940 -2.57227 -0.45363 -0.140
C 5.71134 -1.95873 -1.97170 -0.256
O 4.51145 -1.12417 -2.14162 -0.156
C 3.21223 -2.85741 0.46231 -0.078
C 2.96520 -4.00366 -0.70802 -0.132
C 3.02471 -5.49697 0.04199 -0.271
C 2.78261 -6.74136 -1.01495 -0.072
F 4.32401 -5.58678 0.78412 -0.122
C 1.94797 -2.42760 1.45385 -0.307
C 2.07705 -1.30765 2.63606 -0.105
C 3.58840 -0.60585 2.79665 -0.023
C 3.90267 0.54032 3.93399 -0.166
C 4.83263 -0.20079 5.11073 -0.194
C 5.52320 1.00193 6.03931 -0.211
S 7.27282 1.44636 5.48650 0.805
O 8.10060 2.20607 6.56467 -0.372
O 7.08857 2.47146 4.30224 -0.407
O 8.17942 0.10569 4.91392 -0.239
N 1.01914 -0.79465 3.56493 -0.093
C 0.59532 0.58362 3.01666 -0.212
N 0.41691 1.60885 4.11417 -0.131
C 0.86149 2.99596 3.70388 -0.167
C -0.23343 -1.61443 3.63005 -0.152
C -1.28019 -1.24375 4.88290 0.022
C -2.74623 -2.02398 5.07563 -0.021
C -3.24222 -3.19859 4.03309 -0.147
C -4.68191 -3.99394 4.10853 -0.178
C -5.42726 -3.71043 2.63847 -0.215
C -5.67238 -2.09830 2.35243 -0.147
C -4.71620 -1.52048 1.10777 -0.171
O -3.68632 -0.55826 1.58494 -0.112
C -2.67879 -0.29297 0.54148 -0.253
C -2.25535 1.23401 0.00876 -0.008
O -2.03736 -1.30216 -0.10527 -0.101
C -2.19946 -3.57990 2.80297 -0.012
C -0.74226 -2.79061 2.61711 -0.360
S 0.31109 -3.28308 1.15049 0.845
H 4.52958 1.43121 0.34951 0.096
H 5.49455 2.35506 1.77065 0.079
H 5.98047 2.58098 -0.04033 0.095
H 6.47156 0.14984 -0.15893 0.081
H 7.21450 -1.12262 1.92130 0.119
H 6.48780 0.34950 2.90258 0.068
H 6.00863 -3.75029 -0.59315 0.122
H 6.95279 -2.20011 -0.07119 0.101
H 6.62727 -1.31514 -2.35029 0.123
H 5.59873 -2.86648 -2.73471 0.120
H 4.16660 -1.28599 -3.09053 0.122
H 1.87722 -3.94307 -1.18742 0.117
H 3.76755 -3.97089 -1.57370 0.111
H 2.16426 -5.53177 0.84404 0.119
H 3.67963 -7.52410 -0.95488 0.100
H 1.83478 -7.33895 -0.60976 0.073
H 2.53518 -6.40275 -2.10980 0.086
H 4.55387 1.43719 3.55006 0.092
H 2.94976 0.93930 4.48863 0.103
H 4.19820 -0.96276 5.75677 0.133
H 5.71372 -0.83317 4.64398 0.103
H 4.86304 1.96917 5.81053 0.133
H 5.45239 0.65513 7.16028 0.124
H 8.55920 0.30939 3.99932 0.111
H -0.46445 0.39536 2.50095 0.129
H 1.35966 0.96903 2.18504 0.150
H -0.57340 1.59185 4.44949 0.090
H 0.11600 3.81522 4.14430 0.095
H 0.86606 3.17861 2.53299 0.088
H 1.93018 3.30494 4.12993 0.085
H -0.98427 -0.38930 5.65583 0.093
H -3.50329 -1.73531 5.94471 0.084
H -5.41868 -3.50459 4.90886 0.124
H -4.59231 -5.15787 4.21844 0.115
H -6.49028 -4.23462 2.66841 0.112
H -4.80502 -4.25080 1.80375 0.094
H -5.37105 -1.45468 3.29153 0.117
H -6.78403 -1.87060 2.04197 0.113
H -4.23340 -2.50289 0.63225 0.123
H -5.37617 -1.05878 0.22758 0.141
H -1.40799 1.12540 -0.81918 0.112
H -3.17768 1.75166 -0.49499 0.084
H -1.78095 1.83105 0.89804 0.079
H -2.50984 -4.43256 2.04468 0.099
F -3.93125 1.29010 -2.47308 0.037
C -3.80869 0.25161 -3.31042 -0.274
C -2.99720 -0.82069 -2.95641 -0.007
C -2.87336 -1.90449 -3.82568 -0.069
C -3.55455 -1.89888 -5.04540 -0.099
C -4.36267 -0.81564 -5.39391 -0.080
C -4.49508 0.26280 -4.51957 -0.015
H -2.46919 -0.80373 -2.00859 0.071
H -2.24754 -2.75119 -3.55476 0.107
H -3.45413 -2.74241 -5.72506 0.099
H -4.88862 -0.81167 -6.34558 0.105
H -5.12608 1.10894 -4.77060 0.092
F -3.30780 -1.46851 8.13739 0.040
C -2.89912 -2.42937 8.97665 -0.287
C -3.40026 -2.46389 10.27331 -0.020
C -2.97891 -3.46721 11.14589 -0.085
C -2.05183 -4.41933 10.71490 -0.099
C -1.55084 -4.37322 9.41305 -0.080
C -1.98082 -3.37653 8.53740 -0.014
H -4.11333 -1.71103 10.59295 0.114
H -3.37063 -3.50755 12.15924 0.104
H -1.72009 -5.19905 11.39721 0.100
H -0.82626 -5.11290 9.08114 0.106
H -1.60848 -3.33115 7.51935 0.104
F -6.59178 2.87917 -4.55152 0.055
C -5.89330 3.99392 -4.80463 -0.286
C -6.52936 5.08081 -5.39433 -0.018
C -5.80371 6.24353 -5.65335 -0.079
C -4.44601 6.30245 -5.32938 -0.097
C -3.81540 5.20442 -4.74238 -0.074
C -4.54392 4.04602 -4.47331 -0.014
H -7.58259 5.01375 -5.64666 0.115
H -6.29358 7.10155 -6.10697 0.106
H -3.87936 7.20795 -5.53568 0.095
H -2.75763 5.25116 -4.49489 0.107
H -4.07173 3.18644 -4.00931 0.094
F 0.01315 -8.11796 -1.88550 0.046
C -0.28237 -9.38058 -1.54926 -0.294
C 0.04270 -10.41459 -2.42036 -0.018
C -0.26018 -11.72986 -2.06837 -0.083
C -0.89529 -11.99564 -0.85274 -0.098
C -1.22206 -10.95046 0.01257 -0.083
C -0.90899 -9.63653 -0.33470 -0.018
H 0.52828 -10.18827 -3.36399 0.116
H -0.00317 -12.54608 -2.73896 0.105
H -1.13536 -13.02125 -0.58061 0.101
H -1.72006 -11.15939 0.95632 0.105
H -1.14774 -8.81293 0.32999 0.115
F -3.46358 8.48235 -7.93416 0.055
C -2.33185 7.94758 -8.41146 -0.293
C -2.33954 6.64028 -8.88534 -0.020
C -1.16260 6.08480 -9.38716 -0.082
C 0.01266 6.84004 -9.39937 -0.094
C 0.01136 8.14966 -8.91684 -0.081
C -1.16819 8.70850 -8.42550 -0.015
H -3.25992 6.06607 -8.86021 0.115
H -1.15991 5.06620 -9.76717 0.105
H 0.93143 6.40487 -9.78674 0.102
H 0.92822 8.73414 -8.92356 0.094
H -1.18916 9.72796 -8.05484 0.110
F 2.59809 9.39461 -7.06594 0.056
C 2.06185 10.16263 -6.10824 -0.291
C 1.32441 11.28622 -6.46513 -0.027
C 0.76157 12.08331 -5.46841 -0.082
C 0.95191 11.75357 -4.12423 -0.098
C 1.69796 10.62659 -3.77603 -0.082
C 2.25117 9.82360 -4.77312 -0.016
H 1.19417 11.53133 -7.51414 0.114
H 0.17676 12.95950 -5.73718 0.105
H 0.51648 12.37806 -3.34706 0.101
H 1.84821 10.37427 -2.72910 0.106
H 2.82634 8.93902 -4.52047 0.116
```

Properties
net charge: 0
structure (SMILES): CNCc1c(CCO)c(C[C@@H](C)F)c2c(c1CCCS(=O)(=O)O)N(CNC)c1ccc(CCCCOC(C)=O)cc1S2.Fc1ccccc1.Fc1ccccc1.Fc1ccccc1.Fc1ccccc1.Fc1ccccc1.Fc1ccccc1
calculated total energy: -4669.4557 Eh
gap between HOMO and LUMO: 7.22 eV
LUMO: 0.01 eV



(5)
C5H13NO | ωB97M-V/def2-TZVPD

```
20
Properties=species:S:1:pos:R:3:lowdin_charge:R:1
C -2.40595 0.56099 -0.11673 -0.125
C -1.54389 -0.66471 -0.35053 -0.268
C -0.18091 -0.15489 -0.70575 -0.273
C 0.90723 -1.01657 -0.08677 -0.219
C 2.15455 -0.18354 -0.02598 -0.333
N 2.51136 0.41209 -1.18349 0.243
H -2.52763 1.22568 -0.97545 0.072
H -3.42218 0.37681 0.23841 0.070
H -1.78978 1.12629 0.60270 0.041
H -1.45471 -1.16023 0.60023 0.094
H -1.97225 -1.39233 -1.03494 0.106
H 0.03806 -0.04525 -1.77089 0.113
H -0.09635 0.82058 -0.22843 0.080
H 0.99473 -1.96230 -0.60875 0.123
H 3.01666 -0.68682 0.47255 0.181
H 1.95055 0.60027 0.78851 0.186
H 3.24086 1.11162 -1.00189 0.085
H 0.59322 -1.14766 0.94812 0.098
H 0.24578 1.30383 2.57343 -0.047
O -0.25936 0.87614 1.86565 -0.224
```

Properties
net charge: 0
calculated total energy: -328.0421 Eh
gap between HOMO and LUMO: 4.73 eV
ΔE to the lowest compared entry with this formula, charge and spin: 726.70 kJ/mol
LUMO: -3.94 eV



(6)
C3H8NOS | ωB97M-V/def2-TZVPD

```
14
Properties=species:S:1:pos:R:3:lowdin_charge:R:1
C 1.46772 -0.73346 0.28569 -0.085
C 1.61376 0.76138 0.37866 -0.518
C -0.85858 -0.08331 0.12217 -0.607
N -1.63710 0.27419 -1.11868 0.196
O -1.51493 -1.06512 0.78836 -0.001
S 0.01667 1.22470 1.13184 0.950
H 1.76178 -1.26009 -0.61608 0.070
H 1.47174 -1.33804 1.19341 0.068
H 2.40282 1.08795 0.96745 0.050
H 1.92508 1.10689 -0.65877 0.111
H -2.36858 0.98800 -0.85443 0.183
H -2.12364 -0.59362 -1.60337 0.238
H -1.06967 0.84099 -1.74395 0.158
H -1.08707 -1.21044 1.72769 0.187
```

Properties
2S+1: 3
net charge: +1
calculated total energy: -646.8576 Eh
gap between HOMO and LUMO (spin up / spin down): 7.63 / 8.67 eV
ΔE to the lowest compared entry with this formula, charge and spin: 17.74 kJ/mol
LUMO (spin up / spin down): -3.87 / -5.24 eV



(7)
C3H3BiO | ωB97M-V/def2-TZVPD

```
8
Properties=species:S:1:pos:R:3:lowdin_charge:R:1
H -0.25629 0.47137 -1.81329 0.120
O -1.83672 -0.39954 0.02326 0.137
C 0.61301 0.32868 -1.16743 0.195
C 0.46440 0.10432 0.14424 -0.132
C -0.86158 -0.24334 0.75276 -0.617
H 1.59982 0.37974 -1.62996 0.125
H 1.34018 0.01738 0.79454 0.107
Bi -1.06281 -0.65860 2.89587 2.065
```

Properties
net charge: +2
calculated total energy: -405.0318 Eh
gap between HOMO and LUMO (spin up / spin down): 5.47 / 5.50 eV
ΔE to the lowest compared entry with this formula, charge and spin: 0.00 kJ/mol
LUMO (spin up / spin down): -14.23 / -14.21 eV



(8)
C4H5NO2 | ωB97M-V/def2-TZVPD

```
12
Properties=species:S:1:pos:R:3:lowdin_charge:R:1
O 1.18470 0.32404 -2.17218 0.132
C 0.71394 0.08076 -1.10063 -0.537
C -0.69855 -0.04294 -0.77359 -0.053
C -1.03770 -0.26508 0.68444 -0.204
N -0.15504 0.58291 1.47935 0.074
C 1.05272 0.44270 1.14313 -0.198
O 1.50569 -0.24214 0.03218 0.044
H -0.27428 -1.11668 -1.24758 0.219
H -1.36015 0.67915 -1.29262 0.148
H -0.81728 -1.31471 0.91373 0.122
H -2.09013 -0.08385 0.94008 0.117
H 1.86460 0.85644 1.72976 0.134
```

Properties
net charge: 0
structure (SMILES): O=C1CCN=CO1
calculated total energy: -360.5904 Eh
gap between HOMO and LUMO: 11.03 eV
ΔE to the lowest compared entry with this formula, charge and spin: 207.35 kJ/mol
LUMO: 0.62 eV